No. 1
The following is a DFT calculation (ωB97M-V/def2-TZVPD) of C29H51NO3OsPSe2 as an isolated structure.

Computed properties:
Total energy   -6650.84341 Ha
Net charge   +1
ΔE to the lowest compared entry with this formula, charge and spin   0.00 kJ/mol
Molecular weight   840.9 g mol⁻¹

Last column: Löwdin charge in e.
Atoms and positions in Å:
Os: 1.065 1.296 0.867  0.903
O: 5.753 1.708 3.981  -0.036
C: 4.967 2.809 3.577  -0.216
C: 3.790 2.264 2.751  -0.561
C: 2.884 3.448 2.484  -0.170
O: 2.037 3.127 1.378  -0.260
C: 3.083 1.188 3.582  -0.465
Se: 1.205 0.767 3.158  0.760
C: 4.363 1.713 1.435  -0.437
Se: 3.189 0.529 0.387  0.772
H: 6.538 2.021 4.440  0.108
H: 5.546 3.510 2.967  0.137
H: 4.573 3.352 4.446  0.139
H: 3.477 4.317 2.189  0.149
H: 2.283 3.693 3.362  0.141
H: 1.372 3.815 1.207  0.119
H: 3.101 1.456 4.638  0.081
H: 3.602 0.236 3.469  0.074
H: 5.224 1.086 1.664  0.075
H: 4.693 2.531 0.794  0.086
O: 0.054 -0.281 0.068  -0.520
P: -0.879 -1.265 -0.626  0.883
C: -0.183 -1.633 -2.263  -0.325
C: -0.803 -2.852 -2.995  -0.175
C: 0.137 -4.052 -2.987  -0.186
C: 1.449 -3.737 -3.718  -0.179
C: 1.865 -2.267 -3.547  -0.180
C: 1.358 -1.700 -2.226  -0.202
C: -1.140 -2.809 0.306  -0.331
C: 0.144 -3.515 0.782  -0.172
C: 0.770 -2.867 2.013  -0.199
C: -0.242 -2.705 3.143  -0.203
C: -1.480 -1.945 2.673  -0.197
C: -2.119 -2.654 1.482  -0.178
C: -2.494 -0.480 -0.841  -0.344
C: -2.373 0.888 -1.547  -0.175
C: -3.703 1.304 -2.190  -0.176
C: -4.870 0.824 -1.337  -0.189
C: -4.942 -0.712 -1.341  -0.175
C: -3.555 -1.351 -1.527  -0.190
H: -0.441 -0.737 -2.839  0.111
H: -1.001 -2.562 -4.030  0.127
H: -1.774 -3.123 -2.580  0.086
H: -0.355 -4.910 -3.446  0.117
H: 0.342 -4.345 -1.954  0.095
H: 1.344 -3.962 -4.781  0.112
H: 2.237 -4.393 -3.343  0.112
H: 1.457 -1.661 -4.362  0.118
H: 2.949 -2.169 -3.609  0.114
H: 1.758 -0.701 -2.054  0.067
H: 1.714 -2.320 -1.398  0.105
H: -1.612 -3.453 -0.447  0.114
H: 0.878 -3.587 -0.020  0.086
H: -0.143 -4.543 1.024  0.129
H: 1.178 -1.890 1.746  0.053
H: 1.614 -3.475 2.346  0.120
H: 0.220 -2.194 3.990  0.093
H: -0.551 -3.693 3.502  0.121
H: -1.201 -0.923 2.388  0.072
H: -2.207 -1.857 3.482  0.119
H: -3.040 -2.160 1.173  0.098
H: -2.408 -3.665 1.790  0.130
H: -2.820 -0.297 0.191  0.123
H: -1.588 0.880 -2.308  0.101
H: -2.081 1.637 -0.814  0.081
H: -3.793 0.885 -3.197  0.118
H: -3.714 2.389 -2.303  0.112
H: -5.813 1.243 -1.687  0.113
H: -4.733 1.194 -0.315  0.114
H: -5.596 -1.056 -2.143  0.114
H: -5.385 -1.067 -0.408  0.111
H: -3.315 -1.421 -2.591  0.115
H: -3.565 -2.372 -1.141  0.104
C: 1.109 2.563 -2.242  -0.037
C: 0.061 3.118 -1.335  -0.375
C: -0.918 4.048 -1.571  -0.051
C: -1.649 4.213 -0.364  -0.056
C: -1.094 3.386 0.580  -0.387
C: -1.495 3.170 2.005  -0.051
N: -0.037 2.717 -0.017  -0.161
H: 1.041 3.036 -3.220  0.088
H: 0.993 1.483 -2.388  0.053
H: 2.116 2.734 -1.855  0.064
H: -1.080 4.559 -2.506  0.109
H: -2.490 4.868 -0.194  0.108
H: -2.380 3.768 2.215  0.087
H: -0.718 3.461 2.719  0.058
H: -1.749 2.126 2.216  0.062

No. 2
The following is a DFT calculation (ωB97M-V/def2-TZVPD) of C29H52BrCl7FLiN4O4P as an isolated structure in a non-equilibrium geometry.

Computed properties:
Total energy   -7899.00609 Ha
Net charge   +1
Molecular weight   905.7 g mol⁻¹

Last column: Löwdin charge in e.
Atoms and positions in Å:
C: -1.218 1.972 4.153  0.029
C: -1.243 2.840 3.020  -0.092
C: -1.490 3.322 1.437  -0.202
C: -0.497 2.423 0.435  -0.196
C: -0.863 0.839 0.550  -0.191
N: -1.169 0.101 -0.695  -0.110
C: -1.943 0.809 -1.746  -0.571
Cl: -1.331 1.434 -3.395  0.538
C: -3.425 1.024 -1.493  -0.535
C: -4.344 1.775 -2.670  -0.169
Cl: -4.332 0.471 0.025  0.581
C: -0.189 -0.920 -1.148  -0.095
N: -0.625 -2.398 -1.038  -0.067
C: -1.998 -2.614 -1.624  -0.186
C: -2.574 -4.146 -1.520  -0.110
C: -3.549 -4.603 -2.589  -0.033
C: -0.526 -2.761 0.424  -0.298
C: -1.860 -2.422 1.320  -0.084
C: 0.008 -4.325 0.686  -0.182
C: 1.367 -4.372 1.642  -0.111
N: 1.094 -0.734 -1.616  -0.208
O: 1.851 -1.800 -1.974  -0.186
C: 2.933 -2.048 -1.008  -0.097
C: 3.646 -3.511 -1.342  -0.278
C: 2.703 -4.481 -2.307  -0.030
O: 4.084 -4.213 -0.090  -0.114
P: 1.761 0.910 -1.751  0.956
C: 3.012 1.309 -0.349  -0.296
C: 2.617 1.020 -3.472  -0.289
H: -1.390 1.288 5.115  0.045
H: -1.112 4.454 1.412  0.108
H: -2.622 3.235 1.154  0.096
H: 0.590 2.554 0.913  0.093
H: -0.419 2.859 -0.646  0.094
H: -1.800 0.732 1.282  0.111
H: 0.023 0.283 1.126  0.141
H: -4.026 2.885 -2.861  0.069
H: -5.511 1.646 -2.460  0.082
H: -4.151 1.162 -3.676  0.066
H: -2.829 -1.877 -1.235  0.104
H: -1.899 -2.383 -2.792  0.140
H: -2.351 -4.926 -0.677  0.097
H: -4.430 -3.853 -2.874  0.078
H: -3.446 -5.674 -3.095  0.070
H: 0.346 -2.080 0.874  0.119
H: -1.476 -2.132 2.410  0.049
H: -2.536 -3.370 1.435  0.062
H: -2.490 -1.505 0.936  0.042
H: -0.835 -4.934 1.272  0.068
H: 0.178 -4.906 -0.343  0.095
H: 1.961 -3.339 1.640  -0.005
H: 2.119 -5.235 1.305  0.082
H: 1.079 -4.552 2.785  0.071
H: 2.611 -1.926 0.112  0.093
H: 3.780 -1.232 -1.211  0.134
H: 4.653 -3.351 -1.961  0.150
H: 1.580 -4.498 -1.974  0.092
H: 2.731 -3.985 -3.390  -0.003
H: 3.123 -5.571 -2.421  0.123
H: 4.749 -3.626 0.403  0.111
H: 2.675 2.185 0.358  0.060
H: 4.006 1.684 -0.891  0.074
H: 3.305 0.386 0.308  -0.007
H: 3.011 2.103 -3.685  0.078
H: 3.522 0.266 -3.430  0.029
H: 1.821 0.644 -4.265  0.052
F: -2.911 3.284 -1.033  -0.563
O: 4.565 -6.939 1.098  -0.075
H: 4.104 -7.510 0.465  0.028
H: 4.444 -6.047 0.740  -0.021
Li: 3.196 -2.889 -4.479  0.844
C: -1.248 -4.101 5.288  -1.505
Cl: 0.236 -4.923 5.801  0.546
Cl: -0.951 -2.371 5.049  0.527
Cl: -1.885 -4.834 3.806  0.555
H: -1.995 -4.216 6.077  0.019
N: -0.829 7.130 -0.964  0.072
C: -2.015 6.492 -0.851  -0.130
C: -3.201 7.124 -0.516  -0.082
C: -3.173 8.494 -0.279  -0.125
C: -1.967 9.179 -0.386  -0.086
C: -0.834 8.460 -0.729  -0.143
H: -1.984 5.423 -1.042  0.079
H: -4.125 6.561 -0.442  0.097
H: -4.084 9.023 -0.013  0.072
H: -1.912 10.247 -0.207  0.100
H: 0.131 8.950 -0.829  0.106
Cl: 5.327 0.968 2.260  0.513
C: 5.375 -0.463 3.321  -0.649
C: 4.588 -1.630 2.746  -0.891
Cl: 2.834 -1.322 2.742  0.554
H: 4.999 -0.169 4.305  0.076
H: 6.427 -0.742 3.428  0.071
H: 4.750 -2.524 3.356  -0.474
H: 4.895 -1.858 1.720  0.025
Br: 5.462 -3.818 3.563  0.153
O: -5.962 9.183 -1.613  0.324
H: -5.920 9.695 -2.460  0.216
H: -6.190 8.232 -1.775  0.213
H: -6.587 9.601 -0.968  0.214

No. 3
The following is a DFT calculation (ωB97M-V/def2-TZVPD) of C29H52FeN7O as an isolated structure in a non-equilibrium geometry.

Computed properties:
Total energy   -2857.81081 Ha
Net charge   +2
2S+1   6
ΔE to the lowest compared entry with this formula, charge and spin   0.00 kJ/mol
Molecular weight   570.6 g mol⁻¹

Last column: Mulliken spin population.
Atoms and positions in Å:
Fe: -2.179 0.115 -0.300  4.159
C: 0.870 0.663 0.627  -0.022
O: -0.339 0.169 0.162  0.550
H: 1.582 0.557 -0.197  0.028
H: 0.777 1.671 1.040  0.033
H: 1.253 0.077 1.474  0.036
C: 3.146 4.018 -0.342  0.000
C: 3.238 5.232 -1.269  0.000
C: 4.674 5.654 -1.545  0.000
C: 5.463 4.619 -2.247  0.000
N: 6.064 3.786 -2.765  0.000
H: 3.589 4.207 0.637  0.000
H: 3.740 3.230 -0.809  0.000
H: 2.087 3.760 -0.291  0.001
H: 2.676 6.108 -0.947  0.000
H: 2.811 4.846 -2.200  0.000
H: 5.242 5.897 -0.643  0.000
H: 4.771 6.551 -2.160  0.000
C: -1.132 -5.203 -3.106  0.000
C: -2.563 -4.994 -2.650  0.001
C: -2.723 -4.330 -1.269  -0.001
C: -2.330 -2.933 -1.128  0.012
N: -2.042 -1.827 -1.025  0.043
H: -1.137 -5.657 -4.102  0.000
H: -0.545 -5.913 -2.526  0.000
H: -0.612 -4.253 -3.248  0.000
H: -3.026 -5.979 -2.521  0.000
H: -3.253 -4.591 -3.392  0.000
H: -2.267 -4.926 -0.479  0.000
H: -3.805 -4.415 -1.122  0.001
C: -2.739 -4.078 2.767  -0.001
C: -2.183 -3.479 4.040  0.001
C: -1.933 -1.951 4.094  0.000
C: -2.222 -1.260 2.828  -0.003
N: -2.470 -0.730 1.846  0.039
H: -3.725 -3.709 2.491  0.000
H: -2.836 -5.143 2.989  0.000
H: -2.059 -3.968 1.920  0.001
H: -1.288 -3.902 4.497  0.000
H: -2.909 -3.701 4.829  0.000
H: -0.919 -1.715 4.419  0.000
H: -2.562 -1.418 4.815  0.000
C: 1.789 -4.767 1.376  0.000
C: 0.833 -4.327 2.466  0.000
C: 1.590 -3.623 3.585  0.000
C: 2.636 -4.395 4.252  0.000
N: 3.414 -5.036 4.804  0.000
H: 2.221 -5.764 1.439  0.000
H: 2.557 -4.021 1.159  0.000
H: 1.268 -4.815 0.408  0.000
H: 0.358 -5.211 2.898  0.000
H: 0.072 -3.701 2.004  0.001
H: 0.938 -3.334 4.421  0.000
H: 2.038 -2.676 3.266  0.000
C: -0.694 3.474 3.324  0.001
C: -1.128 4.641 2.439  0.001
C: -2.486 4.402 1.783  0.002
C: -2.578 3.065 1.162  -0.001
N: -2.663 2.050 0.637  0.044
H: -1.493 3.267 4.040  0.000
H: 0.233 3.608 3.875  0.000
H: -0.556 2.584 2.704  -0.003
H: -0.369 4.819 1.675  0.000
H: -1.211 5.553 3.028  0.000
H: -2.803 5.130 1.036  0.000
H: -3.348 4.302 2.461  0.000
C: 3.484 -1.965 -1.823  0.000
C: 3.347 -0.590 -2.474  0.001
C: 1.935 -0.475 -3.116  0.001
C: 1.694 0.764 -3.884  0.000
N: 1.451 1.748 -4.419  0.000
H: 3.232 -1.937 -0.759  0.000
H: 4.476 -2.412 -1.836  0.000
H: 2.767 -2.675 -2.243  0.000
H: 4.069 -0.291 -3.227  0.000
H: 3.323 0.165 -1.686  -0.002
H: 1.159 -0.515 -2.351  -0.002
H: 1.821 -1.311 -3.807  0.000
C: -3.747 3.988 -2.301  0.001
C: -2.285 4.385 -2.529  0.001
C: -1.455 3.328 -3.264  0.000
C: -1.610 2.020 -2.630  0.020
N: -1.760 0.996 -2.132  0.053
H: -3.899 3.234 -1.532  0.001
H: -4.285 3.730 -3.216  0.000
H: -4.312 4.873 -1.995  0.000
H: -1.763 4.578 -1.588  0.000
H: -2.239 5.299 -3.117  0.000
H: -0.393 3.575 -3.220  0.001
H: -1.815 3.176 -4.285  0.001